Entry 1:
The following is a DFT calculation (the ωB97M-V functional and the def2-TZVPD basis) of 23 unconnected molecules or ions with the total composition C22H84NO23 at a distorted geometry.

The highest occupied orbital energy is -11.565 eV. Its charge is +1. For the orbital gap, the calculation gives 7.51 eV. The largest force on an atom is 2.1 eV/A. The total energy is -2673.633416 Eh.

XYZ file:
```
130
Properties=species:S:1:pos:R:3:lowdin_charge:R:1
C -1.58533 3.26473 -1.33363 -0.097
C -0.55057 2.56965 -2.24326 -0.236
C -0.95831 1.12727 -2.57529 -0.215
C 0.32502 0.31022 -2.84172 -0.209
C 0.02556 -1.03284 -3.54675 -0.184
C 1.02992 -2.11360 -3.13203 -0.210
C 0.42557 -3.52068 -2.99552 -0.193
C -0.93624 -3.54814 -2.29208 -0.194
C -1.02748 -2.68143 -1.03515 -0.198
C -2.41568 -2.05422 -0.86896 -0.196
C -2.60221 -1.42144 0.52151 -0.172
C -3.02191 -2.41504 1.65241 -0.159
C -2.07650 -2.33704 2.87827 -0.165
C -1.18273 -3.57760 3.05274 -0.078
N 0.27821 -3.32239 2.96631 -0.012
C 0.83089 -2.52807 2.03694 0.032
C 2.20028 -2.31579 1.97769 0.057
C 3.04459 -2.91808 2.91517 -0.134
C 4.54344 -2.73024 2.94792 -0.153
O 4.90704 -1.37132 2.87097 -0.130
C 5.08045 -0.87183 1.54194 -0.250
C 4.31909 0.45337 1.43412 -0.053
C 2.44808 -3.72597 3.88634 0.033
C 1.07720 -3.90995 3.87933 0.010
H -2.50126 2.68467 -1.23272 0.048
H -1.82828 4.25078 -1.72690 0.071
H -1.16448 3.40622 -0.34613 0.027
H 0.41176 2.53117 -1.72497 0.076
H -0.41909 3.14090 -3.16107 0.108
H -1.53527 1.07780 -3.49688 0.090
H -1.47529 0.67425 -1.73056 0.095
H 1.06637 0.90305 -3.38167 0.112
H 0.76311 0.11499 -1.85332 0.091
H 0.05651 -0.82224 -4.61453 0.122
H -0.99953 -1.26574 -3.27131 0.069
H 1.79292 -2.16447 -3.91240 0.111
H 1.58361 -1.85642 -2.23092 0.071
H 0.39507 -4.01902 -3.96510 0.110
H 1.12161 -4.11551 -2.39677 0.069
H -1.71035 -3.32331 -3.02733 0.098
H -1.11824 -4.58444 -1.98884 0.104
H -0.31212 -1.85665 -1.00956 0.097
H -0.87050 -3.33262 -0.16269 0.099
H -3.19796 -2.76034 -1.13060 0.096
H -2.47214 -1.22771 -1.58115 0.086
H -1.68525 -0.89753 0.79987 0.094
H -3.40927 -0.69742 0.41986 0.103
H -3.07214 -3.42582 1.25730 0.077
H -4.01590 -2.11289 1.96796 0.111
H -2.72461 -2.28768 3.74819 0.097
H -1.50131 -1.41262 2.88821 0.105
H -1.33321 -3.97784 4.05074 0.121
H -1.49325 -4.34633 2.34653 0.128
H 0.18384 -2.03767 1.32355 0.122
H 2.62050 -1.68607 1.20935 0.119
H 5.03867 -3.31342 2.16579 0.145
H 4.93329 -3.10549 3.89371 0.136
H 6.13580 -0.69323 1.33361 0.109
H 4.71795 -1.58310 0.79738 0.105
H 3.71655 0.60502 2.32730 0.079
H 3.67313 0.47558 0.55930 0.051
H 4.99970 1.29996 1.39451 0.086
H 3.01924 -4.21176 4.66368 0.133
H 0.59847 -4.52041 4.62883 0.144
O 0.23266 4.95182 0.47865 -0.054
H 0.74960 4.71383 1.25993 -0.005
H 0.81951 5.52693 -0.02693 0.053
O 6.85137 -0.78788 -1.34277 -0.043
H 6.25799 -0.11488 -0.98645 0.018
H 7.17655 -1.25623 -0.56788 0.037
O 2.51587 -4.72681 -0.84572 -0.042
H 3.10090 -4.13713 -1.33627 0.049
H 2.54851 -4.40010 0.05847 0.011
O -4.31306 -4.63316 -0.34156 -0.064
H -3.50460 -4.99069 -0.71579 0.008
H -4.55756 -5.28532 0.31824 0.032
O -3.12674 -0.19044 -4.17494 -0.050
H -3.16880 -0.02167 -5.12269 0.062
H -4.04915 -0.14085 -3.89308 0.014
O 2.17537 4.80495 3.25140 -0.043
H 2.70126 4.00370 3.34088 0.053
H 2.81783 5.52372 3.22556 0.039
O 1.97945 7.75320 2.73603 -0.049
H 1.42949 7.79470 1.94110 0.029
H 1.44759 8.18682 3.41239 0.066
O 3.88240 -0.51381 -2.15076 -0.059
H 4.74627 -0.93173 -2.24061 0.014
H 4.03223 0.39319 -2.45290 0.007
O -2.67174 -3.08683 -5.95088 -0.058
H -3.11057 -3.14530 -5.09611 0.020
H -2.27132 -3.95274 -6.07609 0.032
O 5.18292 8.22423 2.86450 -0.056
H 4.31169 7.89421 2.61268 -0.011
H 5.58086 7.50376 3.36179 0.031
O -5.92475 0.89601 -3.55593 -0.053
H -5.38415 1.16382 -2.79831 0.021
H -6.35902 1.71275 -3.82666 0.060
O -8.74581 1.33687 -2.07731 -0.057
H -7.86442 1.11732 -2.40264 -0.013
H -8.93070 0.65480 -1.42444 0.044
O -8.74091 -0.56249 -5.00146 -0.057
H -7.92759 -0.32669 -4.54351 -0.002
H -9.33818 0.16736 -4.80719 0.031
O -0.45227 6.15824 3.45521 -0.058
H 0.36431 5.73626 3.15715 -0.030
H -1.12534 5.80969 2.86186 0.030
O 2.45546 -0.28509 5.15184 -0.047
H 3.27818 -0.63601 4.78912 0.016
H 2.20555 -0.90861 5.84116 0.034
O 5.23051 2.00407 -2.91690 -0.045
H 6.08979 1.57987 -3.02490 0.047
H 5.37128 2.90741 -3.21779 0.055
O -2.60380 -6.59970 0.36643 -0.048
H -1.79239 -6.95206 -0.01752 0.056
H -2.85148 -7.25201 1.03131 0.057
O 2.03827 8.49359 -0.09926 -0.052
H 2.66635 8.71113 0.60023 0.027
H 1.67306 9.34643 -0.35760 0.052
O -5.35030 2.55946 -1.18236 -0.043
H -6.05704 3.16694 -0.93756 0.057
H -5.04286 2.19782 -0.34481 0.047
O 2.47587 2.95230 0.36755 -0.053
H 2.13129 3.53741 -0.31552 0.027
H 2.26262 2.07022 0.04757 0.019
O -1.89910 -0.92069 5.71277 -0.043
H -1.04920 -1.36998 5.70071 0.022
H -1.70626 -0.04311 5.36313 0.050
O -0.43737 2.61083 2.32755 -0.048
H 0.41320 2.75673 2.75537 0.021
H -0.95627 3.38462 2.56991 0.028
```



Entry 2:
The following is a DFT calculation (the ωB97M-V functional and the def2-TZVPD basis) of a molecular structure, C23H100IN4O31P2SSi at a distorted geometry.

The highest occupied orbital energy is -11.788 eV. Its charge is +1. For the orbital gap, the calculation gives 6.80 eV. The largest force on an atom is 15.9 eV/A. The total energy is -5155.505448 Eh.

XYZ file:
```
163
Properties=species:S:1:pos:R:3:lowdin_charge:R:1
C 1.15062 -4.75149 -0.05102 -0.116
O 2.37111 -4.29400 -0.61951 -0.238
C 2.16522 -2.92150 -1.01555 -0.222
C 3.54339 -2.24552 -1.07359 -0.151
C 3.46410 -1.10955 -2.10854 -0.193
C 4.73010 -0.23497 -2.19144 -0.196
C 4.77028 0.90047 -1.12319 -0.172
C 4.32089 2.25413 -1.74814 -0.193
C 3.31173 2.99938 -0.86482 -0.189
C 1.89602 2.34194 -0.90313 -0.195
C 1.25115 2.69531 0.45870 -0.214
C -0.25840 2.43710 0.55905 -0.141
C -0.77862 0.95582 0.68036 -0.369
P 0.50028 -0.02098 1.61709 0.769
O 1.74153 -0.32833 0.90299 -0.380
C -1.12588 0.27237 -0.70251 -0.225
N 0.06849 -0.18995 -1.46401 0.158
C 0.01289 0.22910 -2.55767 -0.458
O -0.12412 0.58547 -3.54006 0.346
C -2.12879 -0.93224 -0.56669 -0.039
C -2.45098 -1.41832 0.86660 -0.389
N -3.64210 -2.33419 0.74705 -0.083
C -3.26566 -3.38417 0.41596 -0.825
S -2.60150 -4.69318 -0.00788 0.916
N -2.74036 -0.27552 1.83472 -0.510
I -4.86407 -0.35639 2.07240 1.351
P -2.24808 -0.69798 3.56168 0.706
N -3.36284 -0.32180 4.56330 -0.345
C -2.20887 1.04316 1.37508 -0.346
C -3.18583 1.91766 0.59085 -0.172
C -3.94457 2.92166 1.50598 -0.310
O -5.18893 3.26365 0.96318 -0.224
Si -6.40845 3.53513 2.12873 0.471
C -7.41569 5.02386 1.50273 -0.155
C -5.78138 3.99875 3.83381 -0.160
C -7.54797 2.01775 2.11800 -0.200
H 1.05758 -4.33798 0.96753 0.092
H 0.28967 -4.41496 -0.65348 0.055
H 1.11355 -5.84612 0.00477 0.094
H 1.68184 -2.94034 -2.00572 0.127
H 1.51200 -2.45419 -0.26891 0.087
H 3.77616 -1.85192 -0.07866 0.113
H 4.31340 -2.94618 -1.41614 0.115
H 2.56106 -0.53376 -1.86773 0.075
H 3.33364 -1.55609 -3.10625 0.112
H 5.62077 -0.84344 -2.06078 0.085
H 4.75963 0.21902 -3.18713 0.088
H 4.13840 0.70327 -0.24310 0.090
H 5.80023 0.94175 -0.74802 0.109
H 5.22128 2.88798 -1.79440 0.109
H 4.00981 2.13007 -2.79330 0.107
H 3.64991 2.86782 0.17458 0.103
H 3.23942 4.07630 -1.05616 0.110
H 1.27822 2.72027 -1.72538 0.105
H 2.08557 1.27460 -1.01726 0.063
H 1.36622 3.78642 0.50424 0.107
H 1.85232 2.33366 1.30051 0.077
H -0.68706 2.84726 -0.36360 0.113
H -0.63992 2.98827 1.43246 0.130
H 0.85281 0.77943 2.74559 0.044
H 0.03138 -1.25344 2.15245 0.009
H -1.62759 1.02699 -1.32503 0.144
H -3.07492 -0.73188 -1.08493 0.135
H -1.68183 -1.77917 -1.09963 0.127
H -1.63502 -2.06490 1.20773 0.103
H -1.93198 -2.07524 3.65340 0.057
H -1.13878 0.10405 3.90554 0.029
H -3.67200 -1.13602 5.08745 0.002
H -2.00635 1.61482 2.29962 0.129
H -3.87529 1.36548 -0.05940 0.102
H -2.68390 2.56961 -0.13520 0.117
H -3.34028 3.82733 1.66533 0.143
H -4.00275 2.42377 2.49138 0.062
H -7.39741 5.12120 0.41384 0.022
H -6.94747 5.90149 1.97457 0.031
H -8.43305 5.00215 1.91127 0.036
H -6.62332 4.06685 4.53284 0.056
H -5.16136 3.17514 4.19914 -0.003
H -5.17705 4.90904 3.87293 0.054
H -7.46855 1.40580 3.02193 0.007
H -7.23184 1.37572 1.27329 -0.002
H -8.58124 2.28785 1.90214 0.024
O -4.64021 4.98318 -1.87489 -0.046
H -5.34158 5.63210 -2.00509 0.051
H -4.91131 4.50204 -1.08273 0.019
O 3.45685 -4.37491 -3.73530 -0.039
H 4.34302 -4.04438 -3.54521 0.036
H 3.07832 -4.54704 -2.86329 0.015
O -2.59026 -6.01294 3.49315 -0.068
H -3.04020 -5.46013 2.84260 -0.025
H -1.83790 -6.37465 3.01071 0.024
O -0.92720 -8.55403 4.16681 -0.032
H -1.42219 -7.72654 4.14382 0.008
H -1.55864 -9.19798 4.50405 0.060
O 0.55742 5.12837 -1.26312 -0.041
H 1.14267 4.98593 -2.01579 0.045
H -0.25814 5.45421 -1.66419 0.042
O -3.04897 6.70684 -3.66949 -0.047
H -3.79568 6.93296 -4.24129 0.045
H -3.33884 5.90415 -3.20904 0.024
O -2.27857 9.04738 -1.89984 -0.064
H -2.69304 8.42285 -2.51138 0.003
H -2.96765 9.24001 -1.25129 0.002
O 1.47698 -8.34697 2.42431 -0.065
H 1.02572 -9.00024 1.87687 0.054
H 0.81520 -8.09413 3.08288 0.004
O 3.90179 -6.60375 0.08489 -0.037
H 3.25216 -5.90404 -0.03945 0.011
H 3.57794 -7.08998 0.85641 0.056
O 6.56905 -1.61692 -3.90424 -0.071
H 7.35702 -1.07808 -3.75449 0.028
H 6.66621 -1.91946 -4.81512 0.048
O 8.33942 0.45890 -5.01992 -0.060
H 7.91568 1.04115 -5.66399 0.030
H 9.09557 0.09899 -5.49614 0.067
O 4.32615 -5.44166 2.76261 -0.050
H 5.09169 -4.90247 2.99479 0.056
H 4.50093 -5.71960 1.84912 0.016
O -5.97008 6.70234 -5.41079 -0.051
H -6.14114 5.80375 -5.10754 0.037
H -6.78035 6.95376 -5.86714 0.046
O -5.16087 -5.03786 2.96316 -0.059
H -5.84325 -4.36837 2.84401 0.041
H -5.40222 -5.47881 3.78617 0.057
O -2.99040 10.08308 0.64098 -0.052
H -2.14076 10.50062 0.82175 0.069
H -3.34952 9.89405 1.51454 0.061
O 6.03852 -8.39338 -0.72856 -0.059
H 5.24095 -7.86804 -0.58939 -0.026
H 6.61955 -7.80458 -1.22314 0.043
O -0.80355 5.02200 -4.61685 -0.067
H -1.64824 5.48354 -4.50634 -0.008
H -0.26374 5.63988 -5.12069 0.040
O 4.13199 1.81272 2.86174 -0.051
H 3.67683 1.18004 2.29035 0.007
H 3.48918 2.02061 3.54801 0.032
O 9.55649 2.94793 -5.90592 -0.061
H 10.43734 3.31197 -5.76772 0.041
H 9.22653 2.78399 -5.01501 0.026
O 3.35266 -8.91664 -2.76290 -0.053
H 3.92818 -8.67105 -2.02647 0.010
H 3.38941 -9.87970 -2.77484 0.054
O -9.87053 1.51957 3.85246 -0.060
H -10.81847 1.37062 3.76022 0.048
H -9.72542 1.51498 4.80525 0.045
O 2.59284 -7.93624 4.89812 -0.069
H 3.35878 -7.35991 5.01847 0.029
H 2.70031 -8.28535 4.00509 -0.001
O 2.51316 -3.05166 3.28992 -0.077
H 3.04338 -3.61136 2.70535 0.001
H 2.83593 -3.26842 4.17067 0.034
O -4.20548 3.17998 6.19199 -0.065
H -3.65568 3.50375 6.91472 0.048
H -4.08261 2.22281 6.21433 0.027
O 5.59292 -7.43484 -4.18197 -0.065
H 5.12721 -6.59103 -4.15447 0.013
H 4.91706 -8.07977 -3.93192 -0.001
O -1.90176 7.59329 0.80964 -0.075
H -2.33071 8.13970 0.14272 -0.024
H -1.09821 7.28594 0.37676 0.027
O 5.98378 0.25499 -6.27603 -0.061
H 5.02705 0.16994 -6.35009 0.049
H 6.14805 0.23649 -5.32414 -0.002
```



Entry 3:
The following is a DFT calculation (the ωB97M-V functional and the def2-TZVPD basis) of a molecular structure, C23H11Cl5KNO5 at a distorted geometry.

The highest occupied orbital energy (spin up / spin down) is 1.082 / 0.959 eV. Its charge is -2. For the orbital gap (spin up / spin down), the calculation gives 2.79 / 2.91 eV. The largest force on an atom is 8.5 eV/A. The total energy is -4214.933862 Eh. Its relative energy (zero: lowest compared OMol25 entry of this formula, charge and spin) is 173.4 kJ/mol.

XYZ file:
```
46
Properties=species:S:1:pos:R:3:nbo_charge:R:1
K 1.28422 0.42594 -0.99756 0.930
O -3.09477 1.63041 1.29065 -0.722
C -1.84415 1.43868 1.07921 0.288
O -1.40009 0.36466 0.44838 -0.548
C -1.00675 2.64885 1.12027 0.089
C -1.56981 3.74648 1.80009 -0.345
C -0.70333 4.75060 2.14835 -0.196
C 0.63338 4.64360 1.75381 -0.399
C 1.03827 3.51055 0.89814 0.148
N 0.21226 2.56548 0.55828 -0.569
C 2.48850 3.54049 0.48191 0.725
O 3.11961 4.28272 1.25378 -0.750
O 2.76510 2.90340 -0.56828 -0.816
H -3.59785 1.01182 0.72227 0.426
H -2.62858 3.77389 2.08497 0.205
H -1.04848 5.60789 2.73559 0.174
H 1.39268 5.37224 2.01724 0.226
Cl 2.25919 -1.51892 -8.17452 0.022
C 2.11115 -1.36546 -6.50406 -0.217
C 1.25803 -0.40876 -5.94190 -0.048
Cl 0.54969 0.78883 -6.92389 0.015
C 0.88461 -0.42666 -4.59813 -0.196
Cl 0.03466 0.86880 -3.89601 0.038
C 1.24699 -1.51397 -3.74590 0.382
O 0.69159 -1.59540 -2.62275 -0.742
C 2.32803 -2.35542 -4.23274 -0.210
Cl 3.29451 -3.26429 -3.18413 0.026
C 2.65052 -2.28997 -5.60236 -0.063
Cl 3.63176 -3.49137 -6.28103 0.011
C -0.10435 -1.90084 4.75598 -0.209
C 0.53913 -0.81901 4.09900 -0.250
C 0.18003 -0.59420 2.78697 -0.165
C -0.81184 -1.35046 2.08943 -0.139
C -1.48061 -0.95893 0.92143 0.403
C -2.22363 -1.89435 0.18741 -0.298
C -2.39946 -3.23613 0.64471 -0.207
C -1.91113 -3.55679 1.90816 -0.237
C -1.23179 -2.59684 2.70809 -0.025
C -0.83569 -2.84401 4.06812 -0.229
H -0.02390 -1.99593 5.83310 0.194
H 1.32443 -0.18903 4.54837 0.222
H 0.70591 0.18284 2.23970 0.233
H -2.71607 -1.63218 -0.76964 0.221
H -2.87302 -3.95614 -0.01830 0.206
H -1.94952 -4.56194 2.30739 0.195
H -1.16941 -3.74118 4.57041 0.197
```



Entry 4:
The following is a DFT calculation (the ωB97M-V functional and the def2-TZVPD basis) of a molecular structure, C23H13N12O7Ru at a distorted geometry.

The highest occupied orbital energy (spin up / spin down) is -5.202 / -5.196 eV. Its charge is -1. For the orbital gap (spin up / spin down), the calculation gives 5.68 / 5.67 eV. The largest force on an atom is 2.9 eV/A. The total energy is -2162.622990 Eh.

XYZ file:
```
56
Properties=species:S:1:pos:R:3:nbo_charge:R:1
Ru -1.83592 1.74326 -0.52233 0.797
N -4.54353 1.47891 1.68128 -0.593
C -4.70392 2.08464 0.46412 0.447
N -5.79881 2.65724 -0.00517 -0.381
N -5.47357 3.09021 -1.23339 -0.099
N -4.24954 2.79218 -1.50449 -0.132
N -3.72847 2.14320 -0.45102 -0.342
C -3.34607 0.94482 2.09023 0.445
N -3.16626 0.23127 3.18736 -0.387
N -1.85071 -0.04693 3.21842 -0.111
N -1.25933 0.45968 2.19367 -0.128
N -2.17266 1.10803 1.45475 -0.346
H -5.33610 1.38878 2.28920 0.424
O 5.40936 3.78837 1.65292 -0.394
N 4.26881 3.89534 2.07204 0.536
O 3.98342 4.38034 3.15405 -0.391
C 3.19042 3.41786 1.23766 -0.080
C 1.88260 3.63151 1.62816 -0.074
C 0.85129 3.20607 0.81427 -0.110
C 1.08855 2.38539 -0.35659 0.538
O 0.18569 1.70249 -0.89688 -0.623
C 2.47483 2.33903 -0.77997 -0.103
C 3.48351 2.81854 0.01911 -0.090
N 2.85444 1.82096 -2.07511 0.530
O 2.00105 1.64362 -2.91774 -0.355
O 4.04929 1.65680 -2.28686 -0.410
N -0.45380 3.61634 1.14648 0.547
O -0.69237 4.06506 2.23326 -0.302
O -1.33297 3.62666 0.24510 -0.440
H 1.66443 4.13889 2.55600 0.276
H 4.50478 2.73034 -0.31874 0.280
C -1.89420 -0.10415 -1.17575 0.020
C -1.25600 -1.18099 -1.14050 -0.107
C -0.45969 -2.27361 -1.01602 0.011
C 0.32600 -2.74838 -2.14918 -0.010
C 0.81234 -4.06230 -2.19282 -0.205
C 1.55218 -4.50385 -3.27415 -0.223
C 1.83382 -3.64419 -4.32760 -0.199
C 1.35118 -2.34214 -4.29893 -0.200
C 0.58856 -1.90469 -3.23261 -0.185
C -0.32653 -2.80304 0.34113 -0.112
C 0.90340 -3.27851 0.81287 -0.136
C 1.05885 -3.62508 2.14255 -0.241
C -0.00702 -3.52162 3.02475 -0.188
C -1.23612 -3.06733 2.56615 -0.191
C -1.39296 -2.70608 1.24340 -0.148
H 0.57742 -4.74137 -1.38364 0.223
H 1.91045 -5.52542 -3.30220 0.210
H 2.42045 -3.98875 -5.16961 0.210
H 1.57773 -1.65317 -5.10168 0.218
H 0.23137 -0.88691 -3.20218 0.242
H 1.75404 -3.31710 0.14532 0.207
H 2.02448 -3.96037 2.49983 0.208
H 0.12032 -3.77819 4.06814 0.210
H -2.07125 -2.97921 3.24773 0.229
H -2.34729 -2.34243 0.88523 0.227
```